{
  "formula": "C25H47Cl2NO3RuSi2",
  "method": "ωB97M-V/def2-TZVPD",
  "orbital_gap_ev": [5.5556, 5.6562],
  "multiplicity": 6,
  "charge": 1,
  "symbols": ["Ru", "Cl", "Cl", "Si", "Si", "O", "O", "O", "N", "C", "C", "C", "C", "C", "C", "C", "C", "C", "C", "C", "C", "C", "C", "C", "C", "C", "C", "C", "C", "C", "C", "C", "C", "C", "H", "H", "H", "H", "H", "H", "H", "H", "H", "H", "H", "H", "H", "H", "H", "H", "H", "H", "H", "H", "H", "H", "H", "H", "H", "H", "H", "H", "H", "H", "H", "H", "H", "H", "H", "H", "H", "H", "H", "H", "H", "H", "H", "H", "H", "H", "H"],
  "positions_angstrom": [[-0.370, -0.395, 1.356], [-0.359, -0.583, 8.286], [1.952, -3.832, 4.662], [-3.121, -0.113, 1.057], [2.873, 0.515, 0.420], [0.807, -1.946, 2.779], [1.049, 1.359, -4.406], [-0.724, -1.395, -1.609], [-0.378, 0.476, 3.282], [-1.962, -1.638, 1.233], [-0.691, 2.957, -4.422], [-0.349, 0.018, 5.664], [0.679, 2.621, -3.867], [2.695, 0.885, -6.067], [0.028, -0.933, 6.656], [-0.082, -0.356, 4.321], [4.124, -0.425, -0.625], [0.145, -2.489, -2.067], [-1.464, -0.977, -3.926], [1.054, -2.444, 5.053], [1.216, -0.332, -0.013], [-0.797, 1.732, 3.517], [-0.933, 1.285, 5.882], [0.593, -1.602, 3.983], [-1.125, 2.156, 4.821], [3.285, 0.369, 2.236], [-0.416, -3.821, -1.658], [-2.232, 1.479, 0.505], [2.874, 2.300, -0.130], [2.446, 1.112, -4.587], [-4.376, -0.414, -0.288], [-1.726, -0.803, -2.452], [0.726, -2.110, 6.356], [-3.960, 0.013, 2.724], [-2.597, 1.710, -0.503], [-0.476, -0.592, -4.202], [-5.342, -0.049, 0.081], [-4.454, -1.479, -0.530], [0.609, 2.548, -2.767], [-1.452, -3.894, -1.989], [1.393, 3.424, -4.140], [1.037, -2.776, 7.155], [-0.876, 2.379, 2.653], [-0.668, 2.969, -5.515], [3.067, 1.951, -4.213], [-2.061, -2.416, 0.454], [-0.463, -1.062, -0.289], [-1.565, -2.027, -4.215], [3.897, 2.620, -0.357], [2.478, 2.959, 0.649], [-4.130, 0.144, -1.198], [2.024, 0.115, -6.473], [-2.514, 2.265, 1.213], [-0.340, -3.976, -0.581], [-1.449, 2.225, -4.125], [2.285, 2.447, -1.041], [0.182, -4.625, -2.086], [-4.159, -1.003, 3.102], [-1.197, 1.580, 6.889], [3.943, -1.505, -0.532], [0.255, -2.306, -3.134], [-2.130, -2.142, 2.211], [0.934, 0.014, -1.012], [-3.350, 0.548, 3.466], [-2.202, -0.378, -4.472], [-1.119, 1.514, 0.433], [2.680, 0.186, -4.034], [2.726, 1.114, 2.824], [3.732, 0.581, -6.226], [5.149, -0.203, -0.306], [1.488, -1.417, -0.025], [3.030, -0.638, 2.602], [2.529, 1.816, -6.621], [-1.530, 3.151, 4.932], [1.140, -2.332, -1.631], [-2.687, -1.242, -2.153], [-1.014, 3.935, -4.070], [-1.763, 0.264, -2.205], [-4.912, 0.548, 2.581], [4.361, 0.535, 2.403], [4.031, -0.149, -1.685]],
  "forces_ev_per_angstrom": [[1.6, -1.1, 0.0], [0.1, -0.1, 0.0], [-0.1, 0.1, 0.1], [0.3, -1.2, 0.0], [-0.3, -0.4, -0.3], [-0.4, 0.8, 1.6], [0.3, 0.3, 0.2], [1.0, -0.8, 0.3], [0.0, 1.1, 0.6], [-1.0, -0.9, 0.1], [-0.1, 0.0, -0.2], [0.1, -0.1, -1.3], [-0.3, -0.1, 0.0], [0.2, 0.2, -0.1], [0.2, -0.3, 0.3], [-0.4, 1.1, 0.3], [0.0, 0.0, 0.1], [-0.1, 0.9, -0.2], [0.0, 0.1, -0.2], [-0.4, 0.4, 0.6], [0.5, -0.1, 0.1], [0.0, -0.8, 1.2], [0.0, 0.2, -0.1], [0.5, -1.0, -2.1], [0.3, -0.6, -0.6], [0.1, -0.1, 0.2], [0.1, -0.2, -0.1], [0.2, 0.3, 0.1], [0.0, 0.2, 0.1], [-0.2, -0.2, -0.1], [-0.3, 0.1, -0.1], [-0.5, -0.1, 0.1], [0.1, 0.0, 0.0], [-0.1, 0.3, 0.0], [0.1, 0.2, 0.3], [-0.2, -0.1, 0.0], [0.0, -0.2, -0.2], [-0.2, 0.2, 0.0], [0.3, 0.1, -0.2], [0.0, -0.3, 0.1], [-0.1, -0.5, 0.1], [-0.1, 0.2, 0.0], [-0.1, 0.0, 0.1], [0.1, 0.0, 0.1], [-0.4, -0.4, 0.0], [0.0, 0.6, 0.2], [-0.5, 1.0, -0.6], [0.0, 0.2, -0.2], [-0.1, 0.0, 0.1], [0.0, 0.0, -0.1], [-0.1, -0.1, 0.1], [0.2, 0.2, 0.2], [-0.1, 0.1, -0.3], [-0.2, 0.2, 0.1], [0.2, 0.0, 0.1], [0.0, 0.0, 0.1], [-0.1, 0.0, -0.3], [0.0, 0.4, -0.1], [0.0, 0.0, 0.0], [0.2, 0.2, 0.0], [0.0, -0.6, 0.0], [0.1, 0.3, -0.4], [0.4, -0.2, 0.0], [-0.2, -0.1, -0.1], [0.1, -0.2, 0.1], [-0.4, 0.0, 0.0], [0.1, 0.4, 0.0], [0.1, -0.2, -0.1], [-0.1, 0.0, -0.1], [-0.1, -0.1, -0.1], [0.0, 0.7, -0.2], [0.1, 0.3, -0.1], [0.0, -0.2, 0.0], [0.0, 0.0, 0.3], [-0.4, 0.2, -0.1], [0.2, 0.1, -0.2], [0.0, 0.1, 0.0], [0.2, -0.1, 0.1], [0.2, -0.1, 0.3], [-0.3, 0.0, 0.0], [0.0, -0.1, 0.2]]
}

---

{
  "formula": "C25H47F12N3O22P2",
  "method": "ωB97M-V/def2-TZVPD",
  "orbital_gap_ev": 10.7911,
  "smiles": "CCOC(=O)C(F)(F)F.CCOC(=O)C(F)(F)F.CCOC(=O)C(F)(F)F.CCOC(=O)C(F)(F)F.COP(=O)(OC)OC.COP(=O)(OC)OC.C[N+](=O)[O-].C[N+](=O)[O-].C[N+](=O)[O-]",
  "charge": 0,
  "relative_energy_kcal_mol": 0.0,
  "symbols": ["P", "P", "F", "F", "F", "F", "F", "F", "F", "F", "F", "F", "F", "F", "O", "O", "O", "O", "O", "O", "O", "O", "O", "O", "O", "O", "O", "O", "O", "O", "O", "O", "O", "O", "O", "O", "N", "N", "N", "C", "C", "C", "C", "C", "C", "C", "C", "C", "C", "C", "C", "C", "C", "C", "C", "C", "C", "C", "C", "C", "C", "C", "C", "C", "H", "H", "H", "H", "H", "H", "H", "H", "H", "H", "H", "H", "H", "H", "H", "H", "H", "H", "H", "H", "H", "H", "H", "H", "H", "H", "H", "H", "H", "H", "H", "H", "H", "H", "H", "H", "H", "H", "H", "H", "H", "H", "H", "H", "H", "H", "H"],
  "positions_angstrom": [[28.166, -2.258, 7.734], [21.380, 4.993, 6.892], [22.289, 0.385, 6.105], [25.436, 12.695, 8.250], [24.726, 1.647, 14.775], [27.111, 5.305, 10.604], [21.770, 1.827, 7.667], [23.281, 12.459, 8.218], [24.098, 2.332, 12.800], [28.134, 5.951, 12.355], [27.683, 7.366, 10.772], [23.873, 1.442, 7.154], [24.395, 12.630, 6.337], [25.517, 0.712, 12.982], [27.778, -1.543, 6.374], [25.860, 2.903, 9.817], [23.487, 9.943, 7.537], [28.214, -1.053, 8.753], [27.059, 3.653, 13.479], [22.552, 0.330, 14.626], [25.882, 7.501, 12.996], [22.566, 4.223, 6.229], [25.718, 10.168, 7.304], [20.092, 4.120, 6.661], [27.311, -3.385, 8.113], [29.031, 3.073, 14.146], [22.939, -0.360, 12.545], [21.130, 6.246, 5.917], [19.305, 3.177, 12.630], [23.020, 0.149, 9.511], [25.175, 4.689, 8.876], [22.315, -1.379, 8.046], [21.285, 3.896, 12.238], [24.947, 5.805, 11.898], [21.564, 5.429, 8.277], [29.704, -2.545, 7.544], [28.138, 3.109, 13.326], [20.111, 3.785, 11.962], [25.001, 3.693, 9.541], [24.418, 12.130, 7.602], [22.393, -2.463, 8.988], [26.993, -0.410, 9.136], [23.598, 3.458, 9.964], [23.717, 5.967, 12.610], [23.837, 4.875, 5.999], [22.648, 0.889, 7.291], [24.620, 10.604, 7.492], [22.675, -0.167, 8.411], [23.229, 0.286, 13.504], [20.841, 5.990, 4.535], [24.231, 7.992, 8.820], [22.596, -3.767, 8.271], [23.593, 8.507, 7.557], [21.438, -0.563, 14.734], [18.811, 4.660, 6.971], [27.159, -2.274, 5.313], [25.919, 6.650, 12.180], [19.602, 4.560, 10.788], [30.324, -3.534, 8.351], [20.787, -0.302, 16.076], [27.228, 6.311, 11.449], [22.711, 6.746, 11.804], [28.349, 2.396, 12.035], [24.431, 1.262, 13.543], [21.069, 4.979, 4.190], [31.062, -4.042, 7.729], [23.446, 4.020, 10.877], [21.773, -4.028, 7.607], [18.147, 4.494, 6.124], [24.090, 6.916, 8.911], [23.924, 6.429, 13.573], [23.108, -2.302, 9.795], [21.413, 6.698, 3.938], [27.794, -2.277, 4.433], [29.413, 2.195, 11.961], [29.623, -4.294, 8.692], [18.410, 4.164, 7.848], [21.741, 6.752, 12.303], [26.912, -3.306, 5.561], [19.826, 5.606, 10.961], [20.137, 4.182, 9.922], [28.016, 3.044, 11.231], [22.978, 7.809, 11.763], [22.947, 3.787, 9.176], [22.620, 6.433, 10.764], [23.538, -3.861, 7.753], [21.432, -2.529, 9.511], [27.814, 1.454, 11.987], [21.796, -1.590, 14.680], [23.752, 8.466, 9.679], [23.531, 2.405, 10.219], [26.105, -0.776, 8.624], [26.868, -0.531, 10.210], [25.285, 8.260, 8.863], [22.560, 8.169, 7.485], [23.310, 4.979, 12.810], [30.861, -3.066, 9.173], [21.484, -0.600, 16.866], [18.895, 5.740, 7.098], [19.775, 6.140, 4.342], [24.079, 8.140, 6.651], [23.925, 5.125, 4.941], [22.577, -4.518, 9.068], [24.601, 4.128, 6.204], [20.721, -0.354, 13.939], [18.533, 4.399, 10.744], [20.617, 0.755, 16.277], [19.863, -0.863, 16.182], [27.073, 0.654, 8.917], [23.997, 5.740, 6.636], [26.199, -1.780, 5.149]],
  "forces_ev_per_angstrom": [[0.0, 0.5, -0.1], [-0.4, 1.5, -0.2], [0.0, 0.3, 0.3], [-0.2, -0.1, -0.1], [0.1, 0.1, -0.1], [-0.1, -0.4, -0.4], [0.2, 0.1, -0.3], [0.1, 0.1, -0.1], [0.1, 0.0, 0.3], [0.4, 0.3, 0.3], [0.0, 0.2, 0.1], [-0.7, -0.1, 0.1], [-0.1, -0.1, 0.6], [-0.1, -0.1, 0.2], [0.1, -0.2, 0.1], [0.6, -0.8, 0.5], [-0.1, 0.2, 0.2], [-0.2, 0.0, -0.2], [0.2, -0.1, 0.1], [0.2, 0.2, 0.6], [0.1, 1.5, 0.8], [-0.2, -0.6, -0.1], [0.0, -0.2, 0.1], [0.6, -1.1, -0.5], [0.0, -0.2, -0.1], [-0.1, 0.1, -0.1], [0.3, -0.3, -0.5], [0.2, -0.2, 0.1], [-0.2, -0.4, -0.1], [0.1, 0.3, 0.2], [0.2, 0.6, -0.5], [0.1, 0.2, -0.9], [0.3, -0.2, -0.2], [0.0, -0.5, -0.7], [0.1, 0.1, 0.1], [-0.3, -0.1, -0.1], [-0.6, -0.4, 0.0], [-0.4, 0.8, 0.5], [-1.0, 0.4, -0.6], [0.0, 0.1, -0.4], [-0.8, -0.4, 0.7], [-0.1, 0.6, 0.3], [0.5, -0.8, 0.8], [-0.7, -0.1, 0.4], [0.3, -0.5, -0.3], [0.1, -0.5, -0.2], [0.5, 0.3, -0.3], [0.4, -0.5, 0.8], [-0.1, 0.1, -0.1], [-0.3, 0.2, -0.4], [0.1, 0.4, 0.3], [-0.2, -0.5, 0.5], [-0.6, -0.8, -0.2], [-0.9, 0.3, 0.3], [-0.1, 0.5, -0.3], [-0.7, 0.0, 0.1], [0.0, -1.0, 0.0], [0.0, -0.4, 0.1], [0.8, -0.6, -0.1], [0.8, 0.0, 0.6], [0.0, -0.1, -0.1], [0.0, 1.3, 0.0], [0.7, 0.2, -0.4], [-0.2, 0.0, -0.5], [0.2, 0.0, 0.4], [0.0, 0.1, 0.0], [0.0, 0.2, -0.1], [0.0, 0.3, -0.1], [0.1, -0.2, 0.0], [0.1, 0.0, -0.1], [0.0, 0.1, 0.0], [0.4, 0.4, -0.4], [0.0, 0.0, 0.1], [0.0, 0.3, -0.1], [0.0, 0.1, 0.0], [-0.2, 0.2, 0.2], [0.0, 0.1, 0.1], [0.0, -0.4, -0.1], [0.3, 0.0, 0.4], [0.2, 0.0, 0.0], [0.0, 0.2, -0.1], [-0.1, 0.0, 0.1], [0.2, -0.1, 0.0], [-0.2, 0.1, -0.2], [-0.1, -0.4, 0.1], [0.3, 0.1, -0.2], [0.0, 0.3, -0.2], [-0.3, 0.1, 0.4], [0.0, 0.0, -0.2], [-0.1, -0.1, 0.0], [-0.2, 0.0, -0.2], [0.1, -0.3, -0.1], [-0.1, -0.1, 0.0], [0.1, -0.3, -0.1], [0.0, 0.1, 0.1], [0.4, -0.2, -0.1], [-0.2, 0.0, 0.2], [-0.2, -0.2, 0.0], [-0.2, 0.0, 0.3], [0.1, 0.1, 0.2], [0.3, 0.3, 0.0], [-0.3, 0.2, 0.1], [0.1, -0.1, -0.2], [0.0, 0.1, 0.2], [0.3, -0.1, -0.2], [-0.1, -0.1, -0.1], [-0.2, 0.0, -0.4], [0.0, 0.0, 0.0], [0.1, 0.0, 0.0], [-0.1, 0.0, 0.1], [0.2, 0.0, -0.4]]
}